The following is a quantum chemistry calculation of a gas-phase ion, C4H12N2O (charge +2) at a distorted geometry, from OMol25.

The energy relative to the best compared isomer or geometry (same formula, charge and spin) comes out at 48.8 kJ/mol. The value obtained for the HOMO energy is -18.20 eV. The calculation puts the gap between HOMO and LUMO at 0.4020 Ha. As for the largest force on an atom: 1.80 eV/Å. Its net charge is +2. The calculation puts the lowest unoccupied orbital energy at -7.3 eV.

Each atom is followed by the atoms it is bonded to, with distances in Å.
Element x y z (Å)
1 N 0.92513 -2.68703 0.90401  C2 1.507, H8 1.022, H9 1.026, H10 1.023
2 C 0.48920 -1.56324 0.00016  N1 1.507, C3 1.543, H11 1.079, H12 1.072
3 C 0.41175 -0.23858 0.78821  C2 1.543, C4 1.519, H13 1.090, H14 1.063
4 C -0.53901 0.75637 0.14578  C3 1.519, N5 1.520, C6 1.557, H15 1.051
5 N -0.64755 2.01624 0.98889  C4 1.520, H16 1.028, H17 1.024, H18 1.027
6 C -0.10702 1.19599 -1.28401  C4 1.557, O7 1.193, H19 1.095
7 O -0.56750 0.59614 -2.20697  C6 1.193
8 H 0.34111 -2.75507 1.73985  N1 1.022
9 H 1.89307 -2.63023 1.23842  N1 1.026
10 H 0.82198 -3.60989 0.47456  N1 1.023
11 H 1.20112 -1.49165 -0.80762  C2 1.079
12 H -0.40347 -1.92228 -0.47326  C2 1.072
13 H 0.09325 -0.46478 1.80566  C3 1.090
14 H 1.38571 0.18609 0.75575  C3 1.063
15 H -1.50793 0.40304 -0.05570  C4 1.051
16 H -0.50915 1.87920 1.99784  N5 1.028
17 H -1.53640 2.49815 0.82446  N5 1.024
18 H 0.10160 2.68796 0.78295  N5 1.027
19 H 0.60458 2.01100 -1.45470  C6 1.095

Atom charges from the Mulliken analysis, given in e for atoms 1 to 4: N -0.300; C -0.796; C -0.808; C -0.068